Computed, not measured: a single C6H14P2 molecule in a non-equilibrium geometry, with the ωB97M-V functional and the def2-TZVPD basis.

Cartesian coordinates (Å):
C -0.7110 0.1335 -3.7876
P 0.0986 1.1541 -2.6978
C -0.8700 0.8819 -1.1769
P 0.2138 -0.6416 0.1377
C 0.1766 -2.2307 -0.4035
C 1.8753 -0.1218 -0.0971
C -0.1976 -0.2490 1.8597
C -0.5139 1.2716 2.2317
H -0.2155 0.1553 -4.7705
H -1.4201 -0.6262 -3.6230
H -1.8279 0.5426 -1.5541
H -0.9164 1.8174 -0.5932
H 0.2012 -2.3735 -1.5113
H -0.5596 -2.9005 0.0766
H 1.8403 -0.0806 -1.1812
H 1.9920 0.9432 0.2027
H 2.6097 -0.7468 0.3344
H -1.0584 -0.9141 2.0924
H 0.5462 -0.5992 2.6276
H -0.4262 1.3921 3.2823
H 0.3147 1.7915 1.7650
H -1.4023 1.5011 1.8886

- HOMO (alpha / beta) (Ha) = -0.266 / -0.266
- orbital gap (alpha / beta) (hartree) = 0.2731 / 0.2731
- SMILES string = C=PC[P@@](=C)(C)CC
- ΔE to the lowest compared entry with this formula, charge and spin (kJ/mol) = 321.9
- multiplicity = 1

From a Mulliken analysis of the wavefunction, the atomic charges in e read: number 1, C, carries -0.614; number 2, P, carries -0.012; number 3, C, carries -0.904; number 4, P, carries 0.856; number 5, C, carries -1.138; number 6, C, carries -1.073; number 7, C, carries -0.581; number 8, C, carries -1.260; number 9, H, carries 0.251; number 10, H, carries 0.320; number 11, H, carries 0.412; number 12, H, carries 0.375; number 13, H, carries 0.215; number 14, H, carries 0.280; number 15, H, carries 0.291; number 16, H, carries 0.305; number 17, H, carries 0.381; number 18, H, carries 0.403; number 19, H, carries 0.418; number 20, H, carries 0.394; number 21, H, carries 0.313; number 22, H, carries 0.367

Computed, not measured: a molecular structure, C8H16N2O4SW in a non-equilibrium geometry, with the ωB97M-V functional and the def2-TZVPD basis.

Cartesian coordinates (Å):
W -0.6323 -0.1446 0.1948
N 0.5809 0.9721 1.8133
C 0.2545 0.5665 3.2753
C -1.2042 0.3184 3.2559
O -0.7228 -1.2857 1.4019
N -2.2997 0.6394 3.1621
C -3.4843 0.5503 2.2799
C -2.7565 0.6118 0.9155
O -2.6970 -0.2950 0.0245
O -1.7674 1.4461 0.7891
H 1.6029 0.9403 1.7001
H 0.3388 1.9704 1.7738
H 0.4051 1.4362 3.9300
H 0.8495 -0.2802 3.6208
H -4.1515 1.4014 2.4609
H -4.0187 -0.3919 2.4309
C 2.5180 -1.4134 -0.8214
C 2.0488 -2.1078 -2.0852
S 0.4395 -1.5338 -2.6977
O -0.3233 -1.1893 -1.2582
C 0.7676 0.2026 -3.2077
C -0.0581 1.2085 -2.4238
H 3.5478 -1.7262 -0.6202
H 1.9434 -1.7423 0.0550
H 2.5632 -0.3224 -0.9299
H 1.9596 -3.1937 -2.0042
H 2.6929 -1.8819 -2.9504
H 0.4921 0.2362 -4.2671
H 1.8425 0.3665 -3.1202
H 0.0937 2.2009 -2.8656
H 0.3132 1.4074 -1.3776
H -1.1382 1.0334 -2.4545

- charge = +4
- HOMO (Ha) = -0.955
- orbital gap (hartree) = 0.3014
- ΔE to the lowest compared entry with this formula, charge and spin (kJ/mol) = 88.4
- multiplicity = 1

From a Mulliken analysis of the wavefunction, the atomic charges in e read: number 1, W, carries 1.919; number 2, N, carries -0.668; number 3, C, carries -0.313; number 4, C, carries 0.397; number 5, O, carries -0.307; number 6, N, carries 0.163; number 7, C, carries -0.521; number 8, C, carries 0.876; number 9, O, carries -0.401; number 10, O, carries -0.504; number 11, H, carries 0.354; number 12, H, carries 0.424; number 13, H, carries 0.392; number 14, H, carries 0.378; number 15, H, carries 0.363; number 16, H, carries 0.394; number 17, C, carries -0.960; number 18, C, carries -0.445; number 19, S, carries 0.362; number 20, O, carries -0.496; number 21, C, carries -0.337; number 22, C, carries -1.170; number 23, H, carries 0.416; number 24, H, carries 0.244; number 25, H, carries 0.267; number 26, H, carries 0.436; number 27, H, carries 0.524; number 28, H, carries 0.507; number 29, H, carries 0.448; number 30, H, carries 0.455; number 31, H, carries 0.391; number 32, H, carries 0.413

Computed, not measured: a molecular structure, C41H43CaN8OS2Si in a non-equilibrium geometry, with the ωB97M-V functional and the def2-TZVPD basis.

Cartesian coordinates (Å):
Ca 0.5415 0.2255 0.7889
C 0.5471 -1.7164 5.1029
C 0.9568 -1.1346 3.7727
N 0.0989 -0.6058 2.9750
N -1.2227 -0.5536 3.4813
C -2.1400 -0.6912 2.5704
S -2.0274 -1.0775 0.8874
S -3.8007 -0.5415 3.2841
C -3.8877 -2.1468 4.1362
C -3.8239 -3.3258 3.2031
C -2.5993 -3.8626 2.8168
C -2.5396 -4.8982 1.8904
C -3.7062 -5.4152 1.3445
C -4.9356 -4.8902 1.7303
C -4.9884 -3.8489 2.6464
C 2.3978 -1.2018 3.3941
C 3.3495 -1.2362 4.4222
C 4.7053 -1.3606 4.1836
C 5.1332 -1.5057 2.8573
C 4.2253 -1.4833 1.8202
C 2.8346 -1.2844 2.0351
O 2.0195 -1.1897 1.0284
H -0.4792 -2.0614 5.0672
H 0.5980 -0.9516 5.8870
H 1.2080 -2.5369 5.3798
H -4.8448 -2.1156 4.6597
H -3.0802 -2.1668 4.8646
H -1.6837 -3.4477 3.2244
H -1.5748 -5.2906 1.5879
H -3.6600 -6.2136 0.6123
H -5.8527 -5.2857 1.3081
H -5.9483 -3.4253 2.9301
H 3.0070 -1.1455 5.4478
H 5.4127 -1.3579 5.0032
H 6.1891 -1.6387 2.6414
H 4.5481 -1.5788 0.7890
C 1.1627 2.0977 -0.8976
Si 0.6062 1.7976 -2.5552
C 0.9421 -0.0059 -3.0097
N 0.1661 -0.9633 -2.1759
C 0.8886 -2.2251 -1.9411
C 1.1226 -3.0298 -3.2200
C -0.1508 -3.0740 -4.0944
C -1.3713 -2.6276 -3.2934
C -1.1839 -1.2068 -2.7660
C -1.2275 2.2345 -2.7440
C -1.7263 3.0381 -3.7779
C -3.0789 3.3714 -3.8524
C -3.9684 2.9024 -2.8939
C -3.5000 2.1063 -1.8524
C -2.1489 1.7900 -1.7774
C 1.4807 2.7343 -3.9782
C 2.3603 3.7846 -3.6838
C 3.0441 4.4691 -4.6896
C 2.8656 4.1156 -6.0230
C 1.9990 3.0756 -6.3459
C 1.3213 2.3990 -5.3341
H 0.7694 3.0425 -0.4892
H 2.2675 2.1211 -0.8526
H 2.0147 -0.1342 -2.8085
H 0.8002 -0.2191 -4.0828
H 0.3161 -2.8109 -1.2181
H 1.8306 -1.9970 -1.4504
H 1.4422 -4.0391 -2.9422
H 1.9449 -2.5838 -3.7845
H -0.3058 -4.0747 -4.5014
H -0.0364 -2.4020 -4.9512
H -1.5490 -3.3157 -2.4606
H -2.2702 -2.6478 -3.9136
H -1.9649 -0.9916 -2.0418
H -1.3269 -0.5044 -3.5908
H -1.0493 3.4177 -4.5355
H -3.4362 3.9990 -4.6616
H -5.0206 3.1543 -2.9577
H -4.1855 1.7181 -1.1039
H -1.8105 1.1679 -0.9501
H 2.5054 4.0604 -2.6412
H 3.7201 5.2773 -4.4312
H 3.3989 4.6440 -6.8062
H 1.8531 2.7927 -7.3837
H 0.6462 1.5893 -5.6101
N -2.0735 3.4539 2.7299
C -2.0471 2.4675 1.8289
N -0.8137 2.0376 1.7048
C -0.1207 2.8084 2.5924
N -0.8464 3.6924 3.2334
C 1.3587 2.7182 2.7206
C 2.0703 3.6012 3.5218
N 3.3995 3.5931 3.5702
C 4.0065 2.7138 2.7840
C 3.2998 1.8285 1.9884
N 1.9670 1.8051 1.9734
H -2.8633 3.9650 3.0748
H -2.9120 2.0962 1.2946
H 1.5402 4.3220 4.1311
H 5.0908 2.6987 2.7944
H 3.8098 1.1113 1.3581

- charge = -1
- HOMO (Ha) = -0.157
- orbital gap (hartree) = 0.2412
- multiplicity = 1

From a Mulliken analysis of the wavefunction, the atomic charges in e read: number 1, Ca, carries 2.458; number 2, C, carries -1.639; number 3, C, carries -0.166; number 4, N, carries 0.897; number 5, N, carries -1.089; number 6, C, carries -0.154; number 7, S, carries -0.247; number 8, S, carries -0.242; number 9, C, carries -1.125; number 10, C, carries 0.667; number 11, C, carries 0.174; number 12, C, carries -0.622; number 13, C, carries -0.464; number 14, C, carries -0.535; number 15, C, carries -0.523; number 16, C, carries 1.046; number 17, C, carries -0.658; number 18, C, carries -0.896; number 19, C, carries -0.458; number 20, C, carries -0.540; number 21, C, carries -0.097; number 22, O, carries -0.954; number 23, H, carries 0.141; number 24, H, carries 0.348; number 25, H, carries 0.489; number 26, H, carries 0.503; number 27, H, carries 0.263; number 28, H, carries 0.183; number 29, H, carries 0.416; number 30, H, carries 0.372; number 31, H, carries 0.362; number 32, H, carries 0.346; number 33, H, carries 0.390; number 34, H, carries 0.399; number 35, H, carries 0.384; number 36, H, carries 0.383; number 37, C, carries -1.026; number 38, Si, carries 0.469; number 39, C, carries -1.068; number 40, N, carries 1.168; number 41, C, carries -0.927; number 42, C, carries -0.702; number 43, C, carries -0.761; number 44, C, carries -0.816; number 45, C, carries -0.552; number 46, C, carries 0.225; number 47, C, carries -0.677; number 48, C, carries -0.699; number 49, C, carries -0.597; number 50, C, carries -1.069; number 51, C, carries 0.613; number 52, C, carries 0.059; number 53, C, carries -0.539; number 54, C, carries -0.553; number 55, C, carries -0.383; number 56, C, carries -0.745; number 57, C, carries -0.155; number 58, H, carries 0.344; number 59, H, carries 0.289; number 60, H, carries 0.450; number 61, H, carries 0.367; number 62, H, carries 0.415; number 63, H, carries 0.236; number 64, H, carries 0.482; number 65, H, carries 0.227; number 66, H, carries 0.443; number 67, H, carries 0.242; number 68, H, carries 0.311; number 69, H, carries 0.525; number 70, H, carries -0.226; number 71, H, carries 0.401; number 72, H, carries 0.353; number 73, H, carries 0.384; number 74, H, carries 0.345; number 75, H, carries 0.476; number 76, H, carries 0.263; number 77, H, carries 0.295; number 78, H, carries 0.374; number 79, H, carries 0.360; number 80, H, carries 0.369; number 81, H, carries 0.317; number 82, N, carries 0.136; number 83, C, carries -0.651; number 84, N, carries 0.666; number 85, C, carries -0.119; number 86, N, carries -0.886; number 87, C, carries 0.141; number 88, C, carries -0.494; number 89, N, carries -0.661; number 90, C, carries -0.658; number 91, C, carries -0.771; number 92, N, carries 0.930; number 93, H, carries 0.203; number 94, H, carries 0.497; number 95, H, carries 0.502; number 96, H, carries 0.407; number 97, H, carries 0.637

Computed, not measured: a single C4H8O2 molecule, with the ωB97M-V functional and the def2-TZVPD basis.

Cartesian coordinates (Å):
C -1.7739 0.4483 -0.3870
O -1.0345 0.1547 0.7811
C -0.1961 -0.9646 0.6674
C 1.1327 -0.6674 -0.0285
C 1.5878 0.7734 -0.0435
O 1.7826 -1.5705 -0.5081
H -2.8108 0.1075 -0.2776
H -1.7742 1.5305 -0.5385
H -1.3415 -0.0266 -1.2781
H 0.0437 -1.2887 1.6881
H -0.6765 -1.8126 0.1593
H 2.6424 0.8163 -0.3230
H 1.4212 1.2510 0.9273
H 0.9979 1.3350 -0.7784

- HOMO (Ha) = -0.347
- orbital gap (hartree) = 0.3793
- SMILES string = COCC(C)=O
- ΔE to the lowest compared entry with this formula, charge and spin (kJ/mol) = 135.5
- multiplicity = 1

From a Mulliken analysis of the wavefunction, the atomic charges in e read: number 1, C, carries -0.733; number 2, O, carries -0.394; number 3, C, carries -0.457; number 4, C, carries 0.682; number 5, C, carries -0.980; number 6, O, carries -0.568; number 7, H, carries 0.266; number 8, H, carries 0.257; number 9, H, carries 0.366; number 10, H, carries 0.310; number 11, H, carries 0.345; number 12, H, carries 0.347; number 13, H, carries 0.310; number 14, H, carries 0.248

Computed, not measured: a molecular structure, C27H33CaClN6O2SSi2 in a non-equilibrium geometry, with the ωB97M-V functional and the def2-TZVPD basis.

Cartesian coordinates (Å):
Ca 0.7413 -0.8741 -0.6400
C 2.3223 2.8422 1.7995
Si 1.2684 2.3541 0.2544
C 2.3827 2.9522 -1.1960
C -0.1566 3.6400 0.2751
C 0.0566 5.0198 0.3003
C -1.0026 5.9165 0.2941
C -2.3062 5.4328 0.2620
C -2.5270 4.0626 0.2408
C -1.4676 3.1523 0.2485
Si -1.7409 1.2413 0.2247
C -2.9180 0.9844 -1.2681
C -2.9060 1.0037 1.7425
H 2.6651 3.8821 1.7527
H 3.2035 2.1981 1.8787
H 1.7382 2.7217 2.7164
H 2.6196 4.0208 -1.1338
H 1.8824 2.7688 -2.1504
H 3.3250 2.3965 -1.2122
H 1.0715 5.4114 0.3221
H -0.8192 6.9863 0.3110
H -3.1433 6.1239 0.2526
H -3.5511 3.6982 0.2166
H -3.8140 1.6112 -1.2001
H -3.2329 -0.0612 -1.3148
H -2.4051 1.2286 -2.2033
H -3.7718 1.6727 1.6891
H -2.3825 1.2163 2.6806
H -3.2718 -0.0255 1.7781
N 1.0152 -0.5145 2.6937
N 1.3380 -1.7780 3.2460
C 1.5080 -2.7815 2.2841
N 1.7629 -4.0341 2.8168
N 1.2972 -2.4627 1.0384
N 1.5563 -3.2801 0.0218
O 2.1834 -4.3960 0.1425
O 1.1551 -2.8684 -1.1370
H 1.0152 0.1664 3.4370
H 0.1043 -0.5142 2.2353
H 0.6767 -2.1067 3.9430
H 2.4519 -4.0053 3.5565
H 2.0361 -4.6374 2.0345
S 3.1231 -0.0020 -4.6670
C 1.4999 -0.0248 -5.2157
C 0.6080 -0.1771 -4.1973
C 1.1792 -0.2835 -2.8900
C 2.5408 -0.2140 -2.9829
C 3.5100 -0.2763 -1.9120
C 4.8972 -0.2029 -2.1328
C 5.7683 -0.2736 -1.0702
C 5.2594 -0.4051 0.2214
C 3.8876 -0.4505 0.3656
N 3.0328 -0.3872 -0.6525
H 1.3063 0.0914 -6.2733
H -0.4577 -0.2209 -4.3918
H 5.2612 -0.0914 -3.1448
H 6.8373 -0.2215 -1.2393
H 5.9152 -0.4769 1.0776
H 3.4277 -0.5289 1.3472
Cl -7.3273 -4.9447 0.1658
C -5.7655 -4.1280 0.2389
C -5.2978 -3.6300 1.4515
C -4.0759 -3.0019 1.5158
C -3.2226 -2.8469 0.3666
C -1.9770 -2.2602 0.4356
C -3.7830 -3.3440 -0.8639
C -5.0049 -3.9690 -0.9187
H -5.9024 -3.7370 2.3451
H -3.7278 -2.6061 2.4651
H -1.3344 -2.2226 -0.4359
H -1.5569 -1.9604 1.3898
H -3.1967 -3.2257 -1.7690
H -5.3844 -4.3435 -1.8628

- charge = -2
- HOMO (alpha / beta) (Ha) = -0.009 / -0.004
- orbital gap (alpha / beta) (hartree) = 0.1578 / 0.1536
- ΔE to the lowest compared entry with this formula, charge and spin (kJ/mol) = 78.9
- multiplicity = 1

From a Mulliken analysis of the wavefunction, the atomic charges in e read: number 1, Ca, carries 1.615; number 2, C, carries -1.466; number 3, Si, carries 0.824; number 4, C, carries -1.251; number 5, C, carries 0.399; number 6, C, carries -0.451; number 7, C, carries -0.635; number 8, C, carries -0.680; number 9, C, carries -0.405; number 10, C, carries 0.400; number 11, Si, carries 0.417; number 12, C, carries -1.248; number 13, C, carries -1.296; number 14, H, carries 0.438; number 15, H, carries 0.279; number 16, H, carries 0.289; number 17, H, carries 0.492; number 18, H, carries 0.242; number 19, H, carries 0.232; number 20, H, carries 0.206; number 21, H, carries 0.357; number 22, H, carries 0.352; number 23, H, carries 0.233; number 24, H, carries 0.391; number 25, H, carries 0.215; number 26, H, carries 0.278; number 27, H, carries 0.479; number 28, H, carries 0.333; number 29, H, carries 0.126; number 30, N, carries -0.059; number 31, N, carries -0.420; number 32, C, carries 0.098; number 33, N, carries -0.591; number 34, N, carries -0.124; number 35, N, carries 1.064; number 36, O, carries -0.945; number 37, O, carries -0.881; number 38, H, carries 0.266; number 39, H, carries -0.211; number 40, H, carries 0.226; number 41, H, carries 0.237; number 42, H, carries 0.325; number 43, S, carries -0.356; number 44, C, carries -0.313; number 45, C, carries -0.926; number 46, C, carries -0.813; number 47, C, carries 0.900; number 48, C, carries 0.098; number 49, C, carries -0.854; number 50, C, carries -0.472; number 51, C, carries -0.996; number 52, C, carries -0.474; number 53, N, carries 0.459; number 54, H, carries 0.417; number 55, H, carries 0.366; number 56, H, carries 0.377; number 57, H, carries 0.379; number 58, H, carries 0.418; number 59, H, carries 0.419; number 60, Cl, carries -0.330; number 61, C, carries 0.298; number 62, C, carries -0.686; number 63, C, carries -0.341; number 64, C, carries 0.773; number 65, C, carries -0.968; number 66, C, carries -0.477; number 67, C, carries -0.605; number 68, H, carries 0.339; number 69, H, carries 0.278; number 70, H, carries 0.291; number 71, H, carries -0.016; number 72, H, carries 0.320; number 73, H, carries 0.339